Version P
Here is a structure of composition C4H12N2O2 from OMol25. Energies are from ωB97M-V/def2-TZVPD.

The geometry in XYZ format:
```
20
C4H12N2O2, DFT ωB97M-V/def2-TZVPD
O -1.43036 -0.18541 1.06626
O 1.72611 -1.62231 0.73249
N -0.72447 2.15553 -0.01618
N 0.58231 0.78227 1.67319
C -0.29427 0.44636 0.65488
C 0.17532 0.11278 -0.67408
C -0.81185 0.00335 -1.81801
C 0.74766 -1.59403 -0.28391
H -1.80816 -0.27998 -1.47342
H 1.53745 0.49771 1.48354
H 2.59615 -1.62899 0.30683
H -0.49742 -0.75110 -2.54461
H -0.38644 2.68869 0.78430
H 0.30258 0.43384 2.58185
H 1.15152 -1.95222 -1.23440
H -0.89499 0.96661 -2.32415
H -1.27906 -0.56471 1.94566
H 1.11404 0.59436 -0.93302
H -1.74005 2.15928 0.07185
H -0.06607 -2.26204 0.00094
```

Summary:
HOMO level: -7.9 eV
lowest unoccupied orbital energy: 0.580 eV

Version Q
Here is a cluster of 2 separate species, C4H12N2O2 in total from OMol25. Energies are from ωB97M-V/def2-TZVPD.

The geometry in XYZ format:
```
20
C4H12N2O2, DFT ωB97M-V/def2-TZVPD
O -4.93496 2.49030 0.07928
O 0.43398 -1.11905 2.08684
N 0.94992 0.64035 -0.93061
N 1.71881 -1.83379 0.45117
C 0.27056 0.30109 0.30434
C 0.81439 -0.92522 0.97264
C 1.83549 -2.18889 -0.97693
C 0.17426 1.81145 -1.54449
H 1.19740 -1.62283 -1.71114
H -0.80690 -0.17997 0.18915
H 1.56211 -3.26297 -1.02641
H 2.79318 -2.12231 -1.51626
H 0.30314 2.71544 -0.97625
H -0.88010 1.43147 -1.49137
H 0.60682 1.95601 -2.57403
H -4.96115 2.76448 1.01847
H -5.72291 1.85978 0.04874
H 2.39142 -2.14818 1.24085
H 1.94098 0.91828 -0.66283
H 0.33457 1.08426 0.95490
```

Summary:
SMILES: CNCC(=O)NC.O
HOMO level: -9.1 eV
lowest unoccupied orbital energy: 0.816 eV

Version R
Here is a cluster of 2 separate species, C4H12N2O2 in total from OMol25. Energies are from ωB97M-V/def2-TZVPD.

The geometry in XYZ format:
```
20
C4H12N2O2, DFT ωB97M-V/def2-TZVPD
O -1.23882 -0.66627 -1.81957
O -2.72833 0.88681 0.21608
N -0.89999 1.59104 -1.54780
N 0.84144 -0.67246 0.21177
C 1.86043 0.34484 -0.10904
C -0.81188 0.05992 0.37212
C -1.13636 0.30013 -1.06042
C 1.17888 -1.49386 1.38352
H 1.19916 -0.85706 2.26835
H -1.18884 1.64796 -2.51677
H -0.59116 0.88343 1.03463
H -1.28597 -0.80114 0.81153
H 2.15476 -1.97058 1.26422
H 0.67247 -1.26436 -0.60285
H 0.41827 -2.26121 1.51865
H -1.38739 2.28286 -0.99064
H -3.37120 0.17554 0.10606
H 1.96521 1.01342 0.74594
H 2.82560 -0.12202 -0.31897
H 1.52371 0.92301 -0.96681
```

Summary:
HOMO level: -8.2 eV
lowest unoccupied orbital energy: 0.451 eV

Going by the energies, version Q is most stable and the next is 0.544 eV up.

Version P
Here is a structure of composition C4H12N2O2 from OMol25. Energies are from ωB97M-V/def2-TZVPD.

The geometry in XYZ format:
```
20
C4H12N2O2, DFT ωB97M-V/def2-TZVPD
O 1.41477 -1.41442 0.11908
O 2.24608 1.14806 0.36436
N 1.61544 0.61311 -0.43677
N -1.48264 -0.53837 -0.19922
C -0.50721 0.68502 1.72386
C -0.54856 0.46247 0.21348
C 1.43450 -2.13152 -1.08976
C -0.82994 1.74594 -0.54725
H -1.43802 1.14773 2.07268
H -1.56921 -1.32967 0.42117
H 0.53046 -0.51099 0.12315
H -0.76010 1.58641 -1.62578
H 2.40095 -2.01899 -1.60106
H -0.35939 -0.25819 2.25331
H -2.37326 -0.22083 -0.55421
H 0.29876 1.36555 2.00864
H -1.83942 2.11657 -0.32513
H 1.26183 -3.19452 -0.87946
H -0.14249 2.54378 -0.26339
H 0.64746 -1.79713 -1.77770
```

Summary:
HOMO level (spin up / spin down): -7.8 / -7.9 eV
lowest unoccupied orbital energy (spin up / spin down): 0.484 / -0.182 eV

Version Q
Here is an isolated molecule of C4H12N2O2 from OMol25. Energies are from ωB97M-V/def2-TZVPD.

The geometry in XYZ format:
```
20
C4H12N2O2, DFT ωB97M-V/def2-TZVPD
O -1.46146 -0.90646 0.35389
O -0.35478 -0.71204 -1.93164
N -0.62086 1.25968 -0.78317
N -2.63406 -0.09736 0.46322
C 0.73371 0.19772 1.61816
C 2.07941 0.05132 -0.63600
C -0.33255 -0.09621 -0.69523
C 0.69002 -0.51107 0.28397
H 2.91979 -0.45974 -0.17203
H -2.80321 0.06191 1.45606
H 2.17925 1.12116 -0.47825
H -0.09376 -1.63666 -1.84946
H 0.80233 -1.59188 0.33715
H 2.05674 -0.18997 -1.69579
H -3.40158 -0.66893 0.11278
H -0.39914 1.63002 -1.69726
H 0.52249 1.25842 1.50944
H -0.01370 -0.23375 2.27833
H 1.73019 0.10764 2.04817
H -1.59881 1.41620 -0.52234
```

Summary:
SMILES: CC(C)[C@@](N)(O)ON
HOMO level: -8.8 eV
lowest unoccupied orbital energy: 0.901 eV

Going by the energies, version Q is most stable and the next is 2.662 eV up.

Version P
Here is an isolated molecule of C6H6O3 from OMol25. Energies are from ωB97M-V/def2-TZVPD.

The geometry in XYZ format:
```
15
C6H6O3, DFT ωB97M-V/def2-TZVPD
O -2.56369 -0.17111 -0.22705
O 0.76401 -0.34468 -2.22359
O -1.05051 0.43429 2.78001
C 0.08671 1.11006 -0.57180
C -0.93955 0.55369 1.58336
C -0.26663 1.42556 0.75748
C 1.02508 -1.23091 -0.01441
C -1.66848 -0.17120 0.49506
C 0.48816 -0.17427 -0.89669
H 0.86592 -2.18526 -0.39575
H 0.88056 -1.25042 -2.38660
H 2.02331 -1.13186 0.26597
H 0.02102 1.83006 -1.35615
H -0.28604 2.51687 1.18168
H 0.62016 -1.21082 1.00849
```

Summary:
HOMO level (spin up / spin down): -7.8 / -7.8 eV
lowest unoccupied orbital energy (spin up / spin down): -0.155 / -0.156 eV

Version Q
Here is a structure of composition C6H6O3 from OMol25. Energies are from ωB97M-V/def2-TZVPD.

The geometry in XYZ format:
```
15
C6H6O3, DFT ωB97M-V/def2-TZVPD
O -2.05757 -0.58367 -0.13962
O 2.07357 0.17114 -0.83920
O -0.08951 2.53345 0.20169
C -1.09068 -1.40389 -0.54938
C 0.24981 -1.28743 -0.51354
C 2.11484 0.12322 0.56855
C -1.83712 0.82227 0.26402
C -0.38737 1.33886 -0.00495
C 0.94481 -0.11849 -0.16860
H 2.45645 1.08018 1.04891
H -2.58098 1.41998 -0.38521
H 0.75946 -2.04104 -0.97351
H 2.74914 -0.74591 1.00923
H -1.88322 1.09318 1.26185
H -1.42163 -2.40184 -0.78024
```

Summary:
HOMO level: -8.6 eV
lowest unoccupied orbital energy: 0.647 eV

Going by the energies, version P is most stable and the next is 1.227 eV up.

Version P
Here is an isolated molecule of C18H21N3O3S from OMol25. Energies are from ωB97M-V/def2-TZVPD.

The geometry in XYZ format:
```
46
C18H21N3O3S, DFT ωB97M-V/def2-TZVPD
S 1.58431 -1.55958 -1.14011
O 3.57785 2.67884 0.34446
O -0.48057 2.81733 -2.06108
O -1.69977 -3.12920 -1.16881
N -1.60626 -0.88043 -0.89946
N 0.55900 0.84159 -1.59290
N 2.57686 0.77852 -0.42305
C -2.75196 -0.72885 -0.02737
C -3.70693 0.32413 -0.59026
C 0.56313 2.19703 -1.49660
C -2.30395 -0.33367 1.38206
C -4.47349 0.87494 1.73197
C -1.15842 -2.06176 -1.35073
C 1.55421 0.18915 -1.06180
C 3.75007 -0.14929 1.49273
C 5.73668 -1.45619 1.17293
C -3.51420 -0.16859 2.29616
C 1.54390 2.88835 -0.85359
C -4.91697 0.48421 0.32551
C 0.12702 -1.93485 -2.17201
C 4.58580 -0.56119 -0.73175
C 3.64548 0.00147 0.11895
C 4.80047 -0.88177 2.01579
C 2.64382 2.19923 -0.25425
C 5.62931 -1.29516 -0.19822
H 1.51364 3.96112 -0.78489
H 3.01955 0.31153 2.13956
H -5.58724 1.24450 -0.07985
H -5.46490 -0.45931 0.36641
H -3.18087 1.28010 -0.66582
H -5.34444 0.96830 2.38298
H 0.05045 -1.15085 -2.92297
H 6.55582 -2.02543 1.58554
H -4.02783 0.02990 -1.59158
H -3.24690 -1.70491 0.00371
H 0.34958 -2.89511 -2.63497
H -1.75064 0.60867 1.33068
H 4.49894 -0.41836 -1.79835
H -3.97509 1.84659 1.69882
H 6.36350 -1.73492 -0.85584
H -1.04558 2.16290 -2.49597
H -1.03302 -0.06079 -1.07632
H -1.63356 -1.09945 1.77743
H -3.18411 0.12788 3.29347
H 4.88800 -1.00007 3.08499
H -4.03069 -1.12655 2.38440
```

Summary:
SMILES: O=C(CSc1nc(O)cc(=O)n1-c1ccccc1)NC1CCCCC1
HOMO level: -8.9 eV
lowest unoccupied orbital energy: 0.431 eV

Version Q
Here is an isolated molecule of C18H21N3O3S from OMol25. Energies are from ωB97M-V/def2-TZVPD.

The geometry in XYZ format:
```
46
C18H21N3O3S, DFT ωB97M-V/def2-TZVPD
S 0.91654 2.16102 -0.38768
O 0.78878 2.10072 -1.85676
O 2.09236 2.85905 0.11150
O 3.70406 -1.44339 -1.12203
N 0.86696 0.53227 0.20520
N 2.75810 -2.87636 1.24896
N -0.53204 2.65292 0.40927
C -2.35540 1.53097 1.68758
C -2.02591 -0.78381 2.18207
C -1.68382 6.12689 0.85279
C 3.45562 -2.87214 -1.18100
C -1.10995 3.89492 0.15001
C 2.93804 -0.74818 -0.14666
C -1.10040 1.56581 1.02740
C 1.48190 -0.57897 -0.55569
C 3.53600 -3.58874 0.19139
C -1.49782 4.21811 -1.15469
C 2.96729 -1.39815 1.26680
C -2.81449 0.36879 2.33915
C 2.64808 -3.54702 2.57332
C -0.34349 0.39203 0.88805
C -2.03756 5.46633 -1.46648
C -0.80205 -0.76807 1.51847
C -2.09814 6.43913 -0.45197
C -1.18221 4.85383 1.17507
H 3.14973 -4.62010 0.13537
H -3.79300 0.31761 2.80795
H -2.51070 7.37645 -0.70007
H -2.97302 2.43463 1.78257
H -2.41881 -1.69648 2.58845
H -2.41442 5.64642 -2.47706
H -0.89118 4.61231 2.19487
H 2.05791 -4.45267 2.52566
H -1.44244 3.45634 -1.93430
H 3.43864 0.24327 -0.05802
H 0.96898 -1.52799 -0.36751
H 4.58435 -3.56807 0.47149
H 3.92356 -1.14031 1.70086
H 2.27174 -2.82398 3.28229
H 4.19890 -3.32737 -1.85256
H 3.65310 -3.87855 2.90952
H 2.47441 -3.05242 -1.63514
H 1.40088 -0.41103 -1.61300
H -1.85834 6.87880 1.61385
H -0.23552 -1.68578 1.52183
H 2.18694 -0.99687 1.94102
```

Summary:
SMILES: CN1CCO[C@@H](CN2c3ccccc3N(c3ccccc3)S2(=O)=O)C1
HOMO level: -8.1 eV
lowest unoccupied orbital energy: 0.762 eV

Going by the energies, version P is most stable and the next is 3.907 eV up.